{
  "formula": "C29H28N2P2PtS3",
  "method": "the ωB97M-V functional and the def2-TZVPD basis",
  "e_lumo_ev": 0.49,
  "molar_mass_da": 757.78,
  "total_charge": 0,
  "energy_ha": -3228.06109,
  "gap_ev": 7.05,
  "species": ["Pt", "S", "P", "C", "P", "S", "C", "C", "C", "C", "C", "C", "C", "C", "C", "C", "C", "C", "C", "C", "C", "C", "C", "C", "C", "C", "C", "C", "C", "C", "H", "H", "H", "H", "H", "H", "H", "H", "H", "H", "H", "H", "H", "H", "H", "H", "H", "H", "H", "H", "C", "N", "C", "C", "N", "C", "S", "H", "H", "H", "H", "H", "H", "H", "H"],
  "coordinates": [[-1.977, -0.692, -0.859], [-0.233, -2.254, -1.335], [0.804, -0.958, -0.096], [-0.507, -0.017, 0.340], [-1.279, 1.256, 1.087], [-2.846, 1.470, -0.192], [-1.976, 0.848, 2.718], [-2.383, 1.846, 3.601], [-2.976, 1.512, 4.808], [-3.172, 0.176, 5.138], [-2.777, -0.821, 4.257], [-2.181, -0.486, 3.048], [-0.100, 2.588, 1.436], [0.670, 2.589, 2.595], [1.703, 3.504, 2.741], [1.967, 4.422, 1.733], [1.200, 4.426, 0.576], [0.170, 3.511, 0.427], [1.661, -1.880, 1.199], [1.373, -1.597, 2.528], [2.026, -2.285, 3.543], [2.960, -3.259, 3.227], [3.242, -3.553, 1.897], [2.594, -2.865, 0.885], [2.132, -0.032, -0.918], [3.356, 0.225, -0.312], [4.270, 1.078, -0.922], [3.966, 1.666, -2.139], [2.743, 1.409, -2.750], [1.829, 0.569, -2.141], [-2.239, 2.890, 3.345], [-3.289, 2.291, 5.491], [-3.635, -0.086, 6.080], [-2.933, -1.862, 4.508], [-1.872, -1.256, 2.349], [0.470, 1.873, 3.383], [2.301, 3.500, 3.643], [2.772, 5.136, 1.851], [1.408, 5.138, -0.212], [-0.427, 3.494, -0.478], [0.625, -0.847, 2.761], [1.797, -2.064, 4.578], [3.467, -3.798, 4.018], [3.965, -4.320, 1.653], [2.809, -3.098, -0.152], [3.597, -0.222, 0.644], [5.218, 1.280, -0.441], [4.680, 2.327, -2.614], [2.503, 1.872, -3.699], [0.864, 0.375, -2.597], [-2.254, 0.272, -4.174], [-2.526, -1.121, -4.436], [-2.102, -1.730, -5.691], [-2.579, -3.189, -5.567], [-3.220, -3.181, -4.263], [-3.141, -1.994, -3.635], [-3.785, -1.760, -2.083], [-1.198, 0.476, -4.361], [-2.470, 0.498, -3.132], [-2.863, 0.906, -4.824], [-1.019, -1.647, -5.801], [-2.570, -1.216, -6.533], [-1.745, -3.891, -5.589], [-3.281, -3.459, -6.356], [-3.587, -3.983, -3.786]],
  "forces_ev_per_a": [[-0.04, 0.04, -0.13], [0.20, 0.13, 0.04], [-0.60, -0.08, -0.15], [0.37, -0.19, 0.23], [0.55, -0.56, 0.34], [-0.21, 0.09, -0.11], [-0.06, 0.10, 0.02], [0.01, 0.02, -0.02], [-0.01, -0.03, 0.00], [0.01, 0.02, 0.00], [0.01, 0.00, -0.02], [0.04, -0.04, 0.02], [-0.29, 0.38, -0.26], [0.01, -0.04, 0.01], [-0.01, -0.01, -0.02], [-0.01, 0.00, 0.01], [-0.01, -0.02, 0.00], [0.03, -0.01, 0.01], [-0.03, 0.07, 0.12], [0.03, -0.02, 0.02], [-0.03, 0.01, -0.01], [0.01, -0.01, -0.02], [-0.02, 0.01, 0.04], [0.02, 0.00, -0.03], [-0.04, -0.01, -0.12], [0.00, 0.03, 0.03], [-0.01, -0.01, -0.02], [-0.01, -0.01, 0.00], [0.01, -0.01, 0.02], [0.01, 0.00, -0.01], [0.01, 0.00, 0.00], [0.00, 0.00, 0.00], [0.00, 0.00, 0.00], [0.00, 0.00, 0.00], [-0.01, 0.02, 0.00], [-0.02, 0.01, 0.02], [0.01, 0.00, 0.00], [0.01, 0.00, 0.00], [-0.01, 0.01, 0.01], [0.00, 0.00, 0.00], [0.02, -0.01, -0.01], [0.01, 0.00, 0.00], [0.00, 0.00, 0.00], [0.00, 0.00, 0.00], [0.00, 0.01, -0.01], [0.00, -0.02, 0.00], [0.00, 0.00, 0.00], [0.00, 0.00, 0.00], [0.00, 0.00, -0.01], [0.00, -0.01, 0.01], [-0.07, 0.00, -0.03], [0.17, 0.02, 0.05], [-0.04, 0.01, -0.02], [0.03, 0.00, 0.02], [-0.12, 0.03, -0.04], [-0.02, -0.08, 0.06], [0.06, 0.17, -0.07], [0.01, 0.00, 0.01], [-0.02, -0.01, 0.00], [0.01, 0.00, -0.01], [0.01, -0.02, 0.01], [0.01, 0.01, 0.00], [0.00, 0.00, 0.00], [0.00, 0.01, 0.00], [0.06, -0.02, 0.01]],
  "mulliken_charge": [0.886, -0.637, 0.395, 0.057, 0.498, -0.655, 0.264, -0.259, -0.650, -0.440, -0.814, -0.188, 0.346, -0.142, -0.752, -0.447, -0.639, -0.348, -0.042, 0.055, -0.782, -0.442, -0.660, -0.244, 0.524, -0.216, -0.725, -0.464, -0.587, -0.474, 0.426, 0.389, 0.380, 0.418, 0.323, 0.345, 0.411, 0.404, 0.421, 0.348, 0.192, 0.438, 0.375, 0.390, 0.390, 0.348, 0.411, 0.382, 0.409, 0.298, -0.709, 0.287, -0.504, -0.532, -0.136, 0.176, -0.475, 0.280, 0.017, 0.293, 0.298, 0.299, 0.287, 0.298, 0.205]
}

***

{
  "formula": "C7H11N4S",
  "method": "the ωB97M-V functional and the def2-TZVPD basis",
  "e_lumo_ev": -5.16,
  "molar_mass_da": 183.26,
  "total_charge": 1,
  "relative_energy_kj_mol": 251.7,
  "energy_ha": -890.19837,
  "gap_ev": 6.76,
  "species": ["C", "C", "C", "C", "C", "C", "C", "N", "N", "N", "N", "S", "H", "H", "H", "H", "H", "H", "H", "H", "H", "H", "H"],
  "coordinates": [[1.029, -1.932, 0.384], [2.316, -0.242, -0.119], [1.021, 0.221, -0.051], [-0.288, 2.226, 0.177], [-1.178, -0.945, 0.264], [3.508, 0.597, -0.413], [-3.764, -1.160, -0.287], [2.270, -1.647, 0.151], [0.173, -0.833, 0.290], [0.685, 1.498, -0.410], [-1.166, 1.707, 0.949], [-2.362, 0.010, -0.366], [0.798, -2.873, 0.667], [-0.144, 3.209, -0.119], [-1.608, -1.968, 0.582], [3.122, 1.391, -0.911], [4.019, 0.898, 0.604], [4.136, -0.070, -0.868], [-3.748, -1.910, 0.444], [-3.732, -1.729, -1.163], [-4.621, -0.622, -0.291], [1.487, 1.987, -0.833], [-1.952, 2.186, 1.318]],
  "forces_ev_per_a": [[2.83, 1.72, -0.46], [-2.39, -1.11, 1.00], [2.20, -0.25, -0.36], [-1.06, -0.43, 1.28], [-0.15, -2.64, 0.07], [-0.39, -1.75, 5.20], [2.57, -0.50, -0.80], [-0.62, 1.38, -0.11], [-1.65, 0.39, -0.26], [0.31, 0.00, -0.27], [2.07, -0.65, -0.67], [-0.50, -0.51, 0.27], [-1.57, -2.71, 0.85], [-0.51, 2.27, -0.31], [1.30, 1.58, -0.40], [0.13, 2.54, -1.90], [-0.98, -0.28, -1.97], [2.07, -0.87, -1.84], [0.26, -0.49, 1.78], [-0.03, -0.65, -1.79], [-2.58, 1.79, 0.28], [-1.12, -0.12, 0.30], [-0.19, 1.29, 0.14]],
  "mulliken_charge": [-0.215, 0.265, 0.369, -0.091, 0.204, -1.344, -1.181, -0.552, 0.154, -0.144, -0.709, 0.234, 0.477, 0.480, 0.219, 0.418, 0.272, 0.390, 0.399, 0.445, 0.434, 0.247, 0.230]
}

***

{
  "formula": "C21H25BFeN4O3",
  "method": "the ωB97M-V functional and the def2-TZVPD basis",
  "e_lumo_ev": [0.52, 0.52],
  "molar_mass_da": 448.11,
  "total_charge": 0,
  "energy_ha": -2548.63701,
  "gap_ev": [7.65, 7.95],
  "spin_multiplicity": 5,
  "s2": 6.013,
  "species": ["Fe", "O", "C", "C", "C", "C", "C", "C", "C", "N", "C", "C", "N", "H", "H", "H", "H", "H", "H", "H", "C", "C", "N", "C", "C", "C", "C", "N", "H", "H", "H", "H", "H", "H", "H", "H", "H", "H", "H", "H", "H", "H", "O", "B", "O", "C", "C", "C", "C", "C", "C", "H", "H", "H", "H"],
  "coordinates": [[-0.303, -0.101, -0.689], [-0.012, -0.097, 1.210], [0.025, 0.816, 2.135], [0.192, 0.416, 3.482], [0.217, 1.322, 4.513], [0.074, 2.692, 4.262], [-0.075, 3.107, 2.959], [-0.086, 2.206, 1.884], [-0.201, 2.712, 0.520], [-0.384, 2.012, -0.589], [-0.426, 2.905, -1.640], [-0.262, 4.164, -1.167], [-0.121, 4.030, 0.197], [0.286, -0.647, 3.664], [0.340, 0.971, 5.530], [0.068, 3.409, 5.071], [-0.208, 4.168, 2.777], [-0.589, 2.574, -2.652], [-0.241, 5.121, -1.657], [0.037, 4.776, 0.847], [4.315, -2.714, 1.128], [4.118, -2.589, -0.377], [2.888, -1.891, -0.729], [1.670, -2.702, -0.729], [1.240, -3.123, -2.126], [2.844, -0.575, -1.016], [4.141, 0.191, -0.980], [1.726, 0.008, -1.319], [5.244, -3.241, 1.349], [3.493, -3.266, 1.586], [4.355, -1.730, 1.597], [4.069, -3.580, -0.834], [4.969, -2.087, -0.831], [0.876, -2.151, -0.225], [1.874, -3.577, -0.110], [0.885, -2.266, -2.696], [0.427, -3.847, -2.067], [2.074, -3.584, -2.662], [4.807, -0.130, -1.782], [4.659, 0.050, -0.032], [3.939, 1.251, -1.108], [1.870, 0.998, -1.472], [-3.094, -0.726, -2.695], [-2.053, -0.846, -1.755], [-2.684, -0.822, -0.461], [-4.024, -0.607, -0.643], [-5.024, -0.457, 0.289], [-6.314, -0.265, -0.207], [-6.566, -0.237, -1.575], [-5.538, -0.394, -2.507], [-4.271, -0.573, -2.003], [-4.812, -0.484, 1.349], [-7.136, -0.142, 0.487], [-7.579, -0.085, -1.926], [-5.721, -0.366, -3.572]],
  "forces_ev_per_a": [[0.19, -0.14, -0.59], [0.07, -0.04, 0.31], [-0.03, -0.17, -0.01], [-0.01, -0.01, 0.01], [0.01, 0.06, 0.00], [-0.01, -0.09, 0.00], [0.01, 0.02, 0.00], [0.00, 0.10, -0.10], [-0.01, 0.04, 0.07], [-0.03, 0.05, -0.14], [-0.02, -0.03, 0.06], [-0.01, 0.01, 0.05], [-0.01, 0.04, -0.05], [0.00, 0.01, 0.01], [-0.01, 0.00, 0.00], [0.01, 0.00, 0.00], [0.01, -0.01, -0.01], [0.00, -0.01, 0.02], [0.00, -0.01, 0.01], [0.00, 0.02, 0.01], [0.00, 0.00, 0.01], [-0.01, 0.02, 0.01], [-0.03, 0.04, 0.00], [0.01, 0.06, -0.07], [0.06, 0.00, -0.01], [-0.06, -0.17, 0.00], [0.00, 0.03, -0.03], [0.06, 0.12, 0.04], [-0.01, 0.00, 0.00], [0.00, 0.02, -0.01], [0.01, -0.01, 0.00], [0.01, -0.01, 0.00], [0.00, -0.01, -0.01], [-0.03, -0.04, 0.07], [0.01, -0.01, 0.01], [0.01, 0.00, 0.00], [-0.01, 0.03, 0.00], [-0.02, -0.02, 0.02], [0.00, 0.00, 0.00], [0.00, 0.00, -0.01], [0.01, 0.00, 0.00], [0.13, -0.02, -0.08], [0.14, -0.09, -0.13], [-0.24, 0.44, 0.64], [-0.34, -0.06, 0.22], [0.25, -0.18, -0.09], [-0.09, 0.02, 0.00], [0.03, -0.02, 0.00], [0.02, 0.01, 0.00], [-0.06, 0.03, 0.02], [0.02, 0.00, -0.24], [0.00, -0.01, -0.01], [0.00, 0.01, 0.00], [0.00, 0.00, 0.00], [0.00, -0.01, 0.01]],
  "mulliken_spin": [3.835, 0.060, -0.010, 0.015, -0.004, 0.008, -0.008, 0.033, -0.017, 0.024, -0.002, 0.004, 0.002, 0.000, 0.000, 0.001, 0.000, 0.000, 0.000, -0.001, 0.001, -0.001, 0.006, 0.017, 0.003, 0.008, 0.004, 0.013, 0.000, 0.000, 0.000, 0.000, 0.000, 0.003, 0.002, 0.004, -0.001, 0.000, 0.001, 0.001, -0.001, -0.004, -0.007, 0.042, -0.034, -0.008, -0.002, -0.001, 0.002, 0.001, 0.011, 0.000, 0.000, 0.000, 0.000]
}

***

{
  "formula": "NO5S",
  "method": "the ωB97M-V functional and the def2-TZVPD basis",
  "e_lumo_ev": [3.56, 1.39],
  "molar_mass_da": 126.07,
  "total_charge": -1,
  "relative_energy_kj_mol": 89.1,
  "energy_ha": -829.02107,
  "gap_ev": [5.58, 7.21],
  "spin_multiplicity": 3,
  "s2": 2.007,
  "species": ["N", "O", "O", "O", "O", "O", "S"],
  "coordinates": [[1.325, 0.023, -0.080], [1.957, 1.061, -0.003], [-1.348, 1.406, -0.140], [1.812, -1.092, -0.186], [-1.412, -0.881, -1.043], [-1.262, -0.514, 1.395], [-1.072, -0.004, 0.056]],
  "forces_ev_per_a": [[4.05, -0.01, -3.40], [-1.02, 0.33, 1.29], [-0.47, 0.68, -0.21], [-1.18, -0.21, 1.17], [-0.43, -0.48, -0.67], [-0.86, -0.53, 1.14], [-0.09, 0.21, 0.68]],
  "mulliken_spin": [0.477, 0.365, 0.097, 0.380, 0.077, 0.136, 0.467]
}